Record 1
{
  "formula": "C5H6Cl2EuHoO4",
  "method": "ωB97M-V/def2-TZVPD",
  "orbital_gap_ha": [0.1677, 0.3000],
  "charge": 4,
  "multiplicity": 11,
  "e_tot_ev": -83596.1969,
  "elements": ["Ho", "Eu", "Cl", "Cl", "O", "O", "O", "O", "C", "C", "C", "C", "C", "H", "H", "H", "H", "H", "H"],
  "positions_angstrom": [[-3.483, -0.329, -1.350], [0.257, -0.895, 0.385], [-1.142, 0.833, -1.347], [-2.379, -1.596, 0.510], [2.002, 0.205, 1.759], [-6.331, -1.750, 0.609], [2.072, -0.250, -2.657], [-7.146, -1.366, -2.227], [1.588, -0.699, -1.719], [4.047, 0.719, 0.737], [-5.576, -1.246, -0.145], [-6.050, -1.026, -1.989], [2.728, 1.329, 1.113], [2.792, 2.165, 1.814], [4.864, 1.442, 0.877], [4.002, 0.445, -0.318], [4.254, -0.182, 1.327], [1.350, 0.549, 2.390], [2.150, 1.654, 0.231]],
  "mulliken_spin": [4.03, 6.16, -0.02, -0.02, -0.08, 0.00, 0.00, 0.00, -0.01, -0.01, 0.00, 0.00, -0.01, -0.01, 0.00, 0.00, 0.00, 0.00, -0.01]
}



Record 2
{
  "formula": "C5H6Cl2FeN2O4Tm",
  "method": "ωB97M-V/def2-TZVPD",
  "orbital_gap_ha": [0.2995, 0.1573],
  "charge": 4,
  "multiplicity": 8,
  "e_above_lowest_ev": 0.099,
  "e_tot_ev": -105366.5002,
  "elements": ["Tm", "Fe", "Cl", "Cl", "O", "O", "O", "O", "N", "N", "C", "C", "C", "C", "C", "H", "H", "H", "H", "H", "H"],
  "positions_angstrom": [[0.907, 2.584, -0.664], [0.168, -0.653, -0.293], [0.073, 0.637, -2.205], [1.983, 3.217, 1.440], [-2.483, -2.047, -1.867], [-0.840, 5.587, -0.121], [1.734, -1.259, 0.681], [-1.171, 4.171, -3.139], [0.799, -1.932, 2.664], [3.021, -2.348, 2.208], [-0.258, 4.587, -0.188], [-0.382, 3.682, -2.451], [1.833, -1.820, 1.812], [-0.525, -1.442, 2.323], [-1.821, -1.581, -1.052], [-1.040, -1.210, 3.258], [3.099, -2.888, 3.055], [-0.458, -0.511, 1.716], [3.787, -2.329, 1.552], [0.940, -2.515, 3.483], [-1.111, -2.211, 1.802]],
  "mulliken_spin": [1.98, 3.80, 0.09, 0.01, 0.00, 0.00, 0.00, 0.00, 0.53, 0.60, 0.00, 0.00, -0.08, 0.05, 0.03, 0.01, -0.02, -0.01, -0.02, -0.02, 0.04]
}



Record 3
{
  "formula": "C5H6Cl2GaNdO4S",
  "method": "ωB97M-V/def2-TZVPD",
  "orbital_gap_ha": [0.1691, 0.1704],
  "charge": 4,
  "multiplicity": 4,
  "e_above_lowest_ev": 0.680,
  "e_tot_ev": -116957.9439,
  "elements": ["Nd", "Ga", "Cl", "Cl", "S", "O", "O", "O", "O", "C", "C", "C", "C", "C", "H", "H", "H", "H", "H", "H"],
  "positions_angstrom": [[0.764, 0.596, -1.079], [-0.054, 1.078, -7.527], [1.967, -1.585, -1.183], [-0.050, 1.805, -5.505], [0.183, 2.015, 2.106], [-0.698, -1.223, 1.562], [-0.645, 1.630, -10.420], [1.091, 1.478, 0.930], [0.849, -1.730, -8.299], [-0.400, -0.813, 0.517], [1.308, 3.156, 2.912], [-0.747, 3.272, 1.174], [-0.444, 1.502, -9.275], [0.512, -0.660, -7.982], [-1.048, 2.801, 0.217], [1.672, 3.927, 2.217], [0.751, 3.632, 3.722], [2.133, 2.588, 3.357], [-0.082, 4.140, 1.006], [-1.619, 3.555, 1.785]],
  "mulliken_spin": [3.04, 0.00, -0.03, 0.00, 0.00, 0.00, 0.00, -0.01, 0.00, 0.00, 0.00, 0.00, 0.00, 0.00, 0.00, 0.00, 0.00, 0.00, 0.00, 0.00]
}



Record 4
{
  "formula": "C5H6Cl2IrNdO4",
  "method": "ωB97M-V/def2-TZVPD",
  "orbital_gap_ha": [0.2515, 0.1466],
  "charge": 4,
  "multiplicity": 8,
  "e_above_lowest_ev": 0.000,
  "e_tot_ev": -56577.0966,
  "elements": ["Ir", "Nd", "Cl", "Cl", "O", "O", "O", "O", "C", "C", "C", "C", "C", "H", "H", "H", "H", "H", "H"],
  "positions_angstrom": [[-1.835, -0.026, -2.795], [-0.545, 0.107, -0.319], [-1.231, 2.172, -2.033], [1.008, -0.583, -2.230], [-1.521, -2.835, -3.909], [-4.665, 1.065, -2.712], [1.547, -2.601, 1.548], [0.573, 1.634, 1.149], [-3.588, 0.609, -2.706], [2.167, 2.819, 2.589], [1.682, 1.458, 2.116], [-1.678, -1.770, -3.446], [0.820, -1.858, 1.049], [1.355, 3.463, 2.944], [2.447, 0.900, 1.576], [0.527, 2.581, 0.897], [2.865, 2.726, 3.432], [1.279, 0.810, 2.897], [2.712, 3.331, 1.787]],
  "mulliken_spin": [1.96, 3.08, 0.35, 0.12, 0.15, 0.07, 0.00, 0.20, 0.19, 0.20, 0.11, 0.08, 0.00, 0.07, 0.15, -0.01, 0.02, 0.13, 0.13]
}



Record 5
{
  "formula": "C5H6Cl2MnO4SYb",
  "method": "ωB97M-V/def2-TZVPD",
  "orbital_gap_ha": [0.2810, 0.1724],
  "charge": 4,
  "multiplicity": 6,
  "e_above_lowest_ev": 2.054,
  "e_tot_ev": -112150.8358,
  "elements": ["Yb", "Mn", "Cl", "Cl", "S", "O", "O", "O", "O", "C", "C", "C", "C", "C", "H", "H", "H", "H", "H", "H"],
  "positions_angstrom": [[-0.774, -0.134, -0.419], [-0.135, -0.291, -5.814], [-0.490, 0.153, -3.523], [1.027, -1.592, 0.444], [0.797, 1.187, 2.656], [0.511, -2.855, -7.124], [-0.718, 0.191, -8.562], [-0.205, 0.881, 1.485], [-0.548, -2.420, 2.433], [0.240, -2.002, -6.361], [-1.112, -1.900, 1.535], [-0.292, 2.267, 3.578], [0.903, -0.159, 3.830], [-0.714, 0.438, -7.409], [-0.440, 3.042, 2.809], [0.065, -0.328, 4.527], [0.106, 2.701, 4.511], [1.752, 0.238, 4.423], [-1.212, 1.655, 3.638], [1.240, -1.071, 3.343]],
  "mulliken_spin": [0.96, 3.13, -0.01, 0.05, 0.38, 0.05, 0.04, 0.40, 0.00, -0.12, 0.00, 0.08, 0.06, -0.09, 0.00, 0.03, 0.00, 0.00, 0.02, 0.00]
}



Record 6
{
  "formula": "C5H6Cl2N2",
  "method": "ωB97M-V/def2-TZVPD",
  "orbital_gap_ha": 0.3707,
  "smiles": "Cn1nccc1C(Cl)Cl",
  "multiplicity": 1,
  "e_above_lowest_ev": 2.161,
  "e_tot_ev": -33305.2519,
  "elements": ["Cl", "Cl", "N", "N", "C", "C", "C", "C", "C", "H", "H", "H", "H", "H", "H"],
  "positions_angstrom": [[3.026, -0.762, -0.969], [2.616, 1.039, 1.364], [-1.829, -0.612, 0.235], [-0.783, 0.071, -0.299], [-1.303, -1.408, 1.170], [0.116, -1.206, 1.282], [0.364, -0.274, 0.282], [-1.100, 1.101, -1.207], [1.963, 0.316, -0.171], [-1.094, 0.755, -2.333], [0.753, -1.533, 1.969], [-2.129, 1.454, -1.116], [-1.969, -2.015, 1.857], [1.851, 1.028, -0.868], [-0.483, 2.047, -1.195]],
  "nbo_charge": [0.04, -0.03, -0.27, -0.21, -0.04, -0.35, 0.19, -0.42, -0.22, 0.20, 0.22, 0.24, 0.22, 0.20, 0.22]
}



Record 7
{
  "formula": "C5H6Cl2O3SScY",
  "method": "ωB97M-V/def2-TZVPD",
  "orbital_gap_ha": 0.1562,
  "charge": 4,
  "multiplicity": 1,
  "e_above_lowest_ev": 1.443,
  "e_tot_ev": -69001.6714,
  "elements": ["Y", "Sc", "Cl", "Cl", "S", "O", "O", "O", "C", "C", "C", "C", "C", "H", "H", "H", "H", "H", "H"],
  "positions_angstrom": [[-0.371, -1.632, 0.148], [-3.873, -4.216, -1.468], [-2.878, -1.349, -0.124], [-1.491, -4.280, -1.380], [0.582, 0.465, 2.140], [-4.979, -7.353, -2.452], [-5.139, -4.780, -4.510], [0.949, 1.354, -1.080], [0.681, 0.548, 4.010], [-4.626, -6.442, -1.795], [2.307, -0.014, 1.802], [0.394, 0.336, -0.781], [-4.686, -4.480, -3.480], [-0.314, 0.529, 4.443], [2.503, -0.708, 2.620], [1.130, -0.429, 4.278], [3.072, 0.760, 1.791], [1.210, 1.368, 4.510], [2.441, -0.459, 0.817]],
  "nbo_charge": [2.12, 1.96, -0.58, -0.43, 0.17, -0.18, -0.12, -0.18, -0.68, 0.40, -0.75, 0.31, 0.34, 0.28, 0.26, 0.24, 0.31, 0.31, 0.20]
}



Record 8
{
  "formula": "C5H6ClF6N2O3P2",
  "method": "ωB97M-V/def2-TZVPD",
  "orbital_gap_ha": 0.3498,
  "charge": -1,
  "multiplicity": 1,
  "e_tot_ev": -61812.9030,
  "elements": ["Cl", "P", "P", "F", "F", "F", "F", "F", "F", "O", "O", "O", "N", "N", "C", "C", "C", "C", "C", "H", "H", "H", "H", "H", "H"],
  "positions_angstrom": [[-2.889, 0.258, 3.235], [0.417, -0.402, -3.423], [-2.615, 0.337, 1.151], [-0.415, 0.436, -4.539], [0.894, 0.211, -1.982], [-1.088, -0.349, -2.799], [0.543, -1.852, -2.708], [1.683, 0.531, -3.820], [0.874, -1.366, -4.648], [1.393, -2.137, 0.539], [2.246, -1.094, 0.857], [-2.432, -1.263, 0.651], [0.662, 1.439, 3.997], [-0.853, 3.604, 1.322], [-0.749, 2.462, 1.217], [0.508, 0.928, 2.980], [1.548, 0.145, 0.827], [-0.871, 0.991, 0.794], [0.208, 0.171, 1.667], [-0.719, 0.857, -0.304], [1.346, 0.527, -0.203], [-0.214, -0.829, 1.901], [-3.289, -1.713, 0.745], [2.244, 0.891, 1.294], [1.567, -2.784, 1.247]],
  "nbo_charge": [-0.34, 2.63, 1.12, -0.60, -0.62, -0.61, -0.59, -0.60, -0.60, -0.43, -0.27, -0.96, -0.33, -0.30, 0.27, 0.28, -0.09, -0.64, -0.34, 0.34, 0.24, 0.28, 0.50, 0.20, 0.45]
}



Record 9
{
  "formula": "C5H6F2",
  "method": "ωB97M-V/def2-TZVPD",
  "orbital_gap_ha": [0.2007, 0.2491],
  "multiplicity": 3,
  "e_above_lowest_ev": 2.748,
  "e_tot_ev": -10708.9998,
  "elements": ["F", "F", "C", "C", "C", "C", "C", "H", "H", "H", "H", "H", "H"],
  "positions_angstrom": [[-2.416, -0.234, 0.826], [-1.806, 0.672, -1.110], [-0.037, -0.941, 0.115], [-1.402, 0.110, 0.047], [-0.135, 0.456, 0.677], [0.589, -1.985, -0.376], [0.780, 1.447, -0.027], [1.564, -2.158, -0.175], [-0.175, 0.273, 1.698], [1.532, 0.917, -0.670], [1.351, 2.259, 0.641], [-0.017, 1.978, -0.713], [0.171, -2.794, -0.935]],
  "mulliken_spin": [0.05, 0.05, 0.63, 0.45, 0.02, 0.60, 0.05, 0.04, 0.04, 0.02, 0.01, 0.00, 0.04]
}



Record 10
{
  "formula": "C5H6F2N2S",
  "method": "ωB97M-V/def2-TZVPD",
  "orbital_gap_ha": [0.2907, 0.2620],
  "multiplicity": 1,
  "e_above_lowest_ev": 3.465,
  "e_tot_ev": -24526.0460,
  "elements": ["S", "F", "F", "N", "N", "C", "C", "C", "C", "C", "H", "H", "H", "H", "H", "H"],
  "positions_angstrom": [[-1.625, -0.658, -3.721], [-3.032, -0.785, -1.240], [-0.293, 0.192, -3.071], [-0.899, 1.184, 0.714], [-1.980, 0.956, -0.069], [-0.832, -0.943, -0.019], [2.332, -0.414, 0.594], [1.179, -0.047, 1.496], [-0.137, 0.081, 0.726], [-1.973, -0.318, -0.533], [3.116, -0.045, 1.130], [1.468, 1.061, 1.742], [1.051, -0.644, 2.409], [2.427, -1.422, 0.352], [-2.808, 1.701, -0.220], [2.006, 0.101, -0.290]],
  "nbo_charge": [0.47, -0.31, -0.47, -0.26, -0.39, -0.01, -0.60, -0.41, 0.06, 0.41, 0.21, 0.22, 0.22, 0.20, 0.44, 0.22]
}



Record 11
{
  "formula": "C5H6F3N2O2",
  "method": "ωB97M-V/def2-TZVPD",
  "orbital_gap_ha": 0.3592,
  "charge": 1,
  "multiplicity": 1,
  "e_above_lowest_ev": 0.012,
  "e_tot_ev": -20501.3965,
  "elements": ["F", "F", "F", "O", "O", "N", "N", "C", "C", "C", "C", "C", "H", "H", "H", "H", "H", "H"],
  "positions_angstrom": [[0.159, 1.529, 1.880], [-0.005, -0.020, 3.469], [-1.877, 0.564, 2.502], [1.902, -1.276, 1.387], [-1.301, -1.600, 1.181], [-0.900, 0.479, -0.627], [1.114, -0.582, -0.656], [-0.411, -0.686, 1.220], [1.072, -0.878, 0.677], [-0.515, 0.444, 2.310], [0.211, 0.214, -1.230], [0.514, 0.678, -2.658], [1.120, 0.067, -3.328], [2.072, -0.662, -0.971], [-2.095, -1.395, 1.664], [-0.404, 0.883, -3.142], [-1.672, 0.706, -1.264], [1.016, 1.535, -2.415]],
  "nbo_charge": [-0.27, -0.27, -0.31, -0.42, -0.53, -0.67, -0.61, 0.51, 0.64, 0.92, 0.53, -0.67, 0.26, 0.45, 0.54, 0.25, 0.42, 0.25]
}



Record 12
{
  "formula": "C5H6F4N2O",
  "method": "ωB97M-V/def2-TZVPD",
  "orbital_gap_ha": [0.3631, 0.2245],
  "multiplicity": 1,
  "e_above_lowest_ev": 5.030,
  "e_tot_ev": -21175.1102,
  "elements": ["F", "F", "F", "F", "O", "N", "N", "C", "C", "C", "C", "C", "H", "H", "H", "H", "H", "H"],
  "positions_angstrom": [[-2.707, 2.313, 0.033], [-2.511, -1.311, 0.158], [-2.158, 1.174, 1.667], [-3.335, -0.108, -1.448], [1.087, 0.452, -0.233], [-0.178, -1.000, 1.005], [-1.082, 0.090, -0.881], [-0.892, 1.219, -1.758], [-2.429, -0.119, -0.434], [-2.778, 1.075, 0.537], [0.875, -1.228, 1.876], [0.065, -0.122, 0.069], [-0.181, 2.060, -1.317], [0.459, -1.470, 2.805], [-1.831, 1.532, -1.995], [1.566, -0.432, 2.101], [1.698, -1.891, 1.324], [-0.400, 0.669, -2.611]],
  "nbo_charge": [-0.32, -0.29, -0.30, -0.32, -0.57, -0.27, -0.45, -0.43, 0.74, 0.63, -0.48, 0.69, 0.24, 0.22, 0.21, 0.22, 0.26, 0.22]
}



Record 13
{
  "formula": "C5H6F5N2O3",
  "method": "ωB97M-V/def2-TZVPD",
  "orbital_gap_ha": [0.3236, 0.2718],
  "charge": 1,
  "multiplicity": 1,
  "e_tot_ev": -27977.1289,
  "elements": ["F", "F", "F", "F", "F", "O", "O", "O", "N", "N", "C", "C", "C", "C", "C", "H", "H", "H", "H", "H", "H"],
  "positions_angstrom": [[-2.237, 0.173, 1.079], [-1.605, -1.862, 1.390], [-2.488, -0.409, -1.708], [-1.377, -2.246, -1.296], [-3.625, -1.442, 0.734], [-0.362, 1.512, -0.982], [-1.371, 3.407, -0.039], [-0.164, 2.163, 1.279], [-0.707, 2.579, 0.360], [0.120, 0.374, -0.661], [1.270, 0.008, -0.241], [-1.865, -1.133, -0.823], [1.534, -1.396, 0.113], [-2.358, -1.085, 0.625], [2.381, 0.993, -0.132], [2.158, 1.930, -0.640], [2.448, -1.476, 0.698], [2.572, 1.186, 0.926], [0.713, -1.847, 0.665], [1.675, -1.985, -0.797], [3.288, 0.556, -0.551]],
  "nbo_charge": [-0.30, -0.28, -0.22, -0.23, -0.26, -0.35, -0.14, -0.20, 0.76, -0.07, 0.37, 0.85, -0.68, 0.88, -0.69, 0.25, 0.26, 0.27, 0.25, 0.27, 0.26]
}